Molecular formula: C23H21N3O5
Method: DFT, wB97M-V/def2-TZVPD

## Properties
E_HOMO: -8.101 eV
E_tot: -1429.568491 Eh
Energy above the lowest of the compared OMol25 structures with the same formula, charge and spin: 16.1 kJ/mol
SMILES string: CCOc1ncccc1C(=O)Nc1ccccc1C(=O)NCc1ccc2c(c1)OCO2
Multiplicity: 1

Last column: Löwdin charge in e.
Geometry (Å):
C (-0.822, -1.829, -1.415)  -0.051
C (0.406, -2.590, -0.948)  -0.220
H (0.720, -3.346, -1.677)  0.122
H (0.218, -3.091, 0.007)  0.122
O (1.454, -1.643, -0.775)  -0.034
C (2.598, -2.084, -0.247)  -0.285
N (2.715, -3.376, 0.016)  0.136
C (3.860, -3.837, 0.495)  -0.130
C (4.966, -3.039, 0.719)  -0.061
C (4.846, -1.683, 0.452)  0.001
C (3.647, -1.165, -0.015)  -0.036
C (3.581, 0.301, -0.281)  -0.396
O (4.584, 0.926, -0.571)  0.072
N (2.342, 0.844, -0.116)  0.160
C (1.944, 2.154, -0.312)  -0.136
C (2.757, 3.080, -0.970)  0.005
C (2.315, 4.363, -1.211)  -0.067
C (1.044, 4.752, -0.814)  -0.088
C (0.240, 3.856, -0.139)  -0.042
C (0.673, 2.562, 0.151)  -0.058
C (-0.184, 1.627, 0.923)  -0.398
O (-0.065, 0.407, 0.888)  0.061
N (-1.127, 2.193, 1.710)  0.072
H (-1.167, 3.191, 1.819)  0.126
C (-2.033, 1.367, 2.486)  -0.120
C (-2.787, 0.404, 1.601)  -0.229
C (-2.873, -0.938, 1.931)  -0.041
C (-3.542, -1.854, 1.123)  0.010
C (-4.109, -1.372, -0.030)  -0.221
C (-4.028, -0.020, -0.369)  -0.198
C (-3.381, 0.886, 0.430)  0.054
H (-3.320, 1.926, 0.153)  0.128
O (-4.673, 0.190, -1.559)  0.038
C (-5.145, -1.074, -1.971)  -0.160
O (-4.802, -2.043, -1.004)  0.030
H (-4.688, -1.341, -2.938)  0.140
H (-6.240, -1.039, -2.086)  0.140
H (-3.602, -2.898, 1.380)  0.120
H (-2.399, -1.292, 2.833)  0.114
H (-2.729, 2.031, 3.005)  0.131
H (-1.465, 0.799, 3.231)  0.126
H (-0.757, 4.168, 0.138)  0.105
H (0.683, 5.746, -1.029)  0.101
H (2.956, 5.061, -1.728)  0.107
H (3.736, 2.771, -1.295)  0.102
H (1.577, 0.233, 0.185)  0.106
H (5.671, -1.003, 0.607)  0.122
H (5.887, -3.457, 1.090)  0.099
H (3.875, -4.900, 0.695)  0.107
H (-1.056, -1.054, -0.690)  0.053
H (-0.633, -1.363, -2.378)  0.083
H (-1.666, -2.507, -1.501)  0.077

---

Molecular formula: C23H21N5O7
Method: DFT, wB97M-V/def2-TZVPD

## Properties
E_HOMO: -8.973 eV
E_tot: -1689.115133 Eh
SMILES string: O=[N+]([O-])c1cc([N+](=O)[O-])c2no[n+]([O-])c2c1.OC(c1ccccc1)(c1ccccc1)[C@@H]1CCCN1
Multiplicity: 1

Last column: Löwdin charge in e.
Geometry (Å):
O (-2.913, 4.455, 6.240)  0.083
N (-2.222, 3.416, 6.241)  -0.307
O (-2.107, 2.683, 7.256)  0.057
C (-1.533, 3.016, 5.009)  -0.034
C (-0.946, 1.736, 4.923)  0.114
C (-0.614, 1.169, 3.660)  -0.102
N (0.239, 0.000, 3.599)  -0.301
O (0.478, -0.674, 4.616)  0.087
O (0.727, -0.300, 2.473)  0.049
C (-1.067, 1.736, 2.440)  0.142
C (-1.658, 2.992, 2.561)  -0.088
N (-2.297, 3.756, 1.561)  -0.142
O (-2.418, 3.617, 0.355)  0.105
O (-2.724, 4.931, 2.207)  0.059
N (-2.320, 4.976, 3.532)  0.157
C (-1.783, 3.737, 3.761)  -0.132
H (-0.708, 1.167, 5.828)  0.140
H (-0.961, 1.277, 1.460)  0.121
O (-0.614, -0.493, -3.016)  -0.007
C (0.378, -0.981, -2.141)  -0.408
C (1.353, -1.703, -3.086)  -0.150
C (1.706, -0.987, -4.227)  -0.012
C (2.651, -1.520, -5.112)  -0.070
C (3.194, -2.790, -4.905)  -0.093
C (2.718, -3.550, -3.839)  -0.082
C (1.798, -3.021, -2.920)  -0.027
C (1.071, 0.172, -1.363)  -0.152
C (0.596, 1.488, -1.284)  -0.027
C (1.338, 2.417, -0.536)  -0.097
C (2.560, 2.080, 0.061)  -0.092
C (2.942, 0.731, 0.086)  -0.077
C (2.243, -0.202, -0.690)  -0.029
C (-0.261, -1.846, -1.063)  -0.290
C (-1.103, -3.000, -1.653)  -0.117
C (-2.479, -2.853, -0.957)  -0.144
C (-2.290, -1.799, 0.166)  -0.202
N (-1.136, -1.014, -0.253)  -0.011
H (-1.431, -0.341, -2.502)  0.112
H (1.263, 0.002, -4.384)  0.128
H (2.935, -0.940, -5.983)  0.100
H (3.896, -3.216, -5.624)  0.102
H (3.073, -4.570, -3.716)  0.100
H (1.453, -3.643, -2.089)  0.105
H (-0.315, 1.814, -1.805)  0.119
H (0.954, 3.427, -0.419)  0.096
H (3.175, 2.849, 0.552)  0.104
H (3.787, 0.383, 0.689)  0.107
H (2.565, -1.252, -0.766)  0.124
H (0.543, -2.248, -0.423)  0.147
H (-1.149, -2.934, -2.756)  0.125
H (-0.594, -3.943, -1.402)  0.107
H (-3.198, -2.467, -1.696)  0.108
H (-2.838, -3.820, -0.583)  0.106
H (-3.173, -1.162, 0.284)  0.103
H (-2.144, -2.259, 1.159)  0.109
H (-0.641, -0.498, 0.476)  0.078

---

Molecular formula: C23H21N6ORuSTe4
Method: DFT, wB97M-V/def2-TZVPD

## Properties
E_HOMO (alpha / beta): -6.291 / -6.456 eV
E_tot: -2858.039831 Eh
Energy above the lowest of the compared OMol25 structures with the same formula, charge and spin: 11.6 kJ/mol
Multiplicity: 2

Last column: Mulliken spin population.
Geometry (Å):
Ru (0.057, 0.076, -0.308)  0.015
C (-1.538, -1.104, 3.462)  -0.005
C (-1.239, -0.830, 2.027)  -0.001
N (-0.125, -0.308, 1.602)  0.001
N (0.880, 0.002, 2.454)  -0.003
C (1.867, 0.587, 1.762)  0.006
O (1.868, 0.811, 0.514)  -0.002
C (3.069, 0.998, 2.536)  -0.019
C (3.053, 1.068, 3.925)  0.001
C (4.190, 1.468, 4.608)  0.000
C (5.345, 1.791, 3.907)  0.000
C (5.362, 1.718, 2.521)  -0.015
C (4.225, 1.324, 1.833)  0.017
C (-2.212, -1.096, 0.963)  0.008
C (-3.467, -1.642, 1.216)  -0.003
C (-4.350, -1.844, 0.169)  0.002
C (-3.964, -1.493, -1.117)  -0.001
C (-2.701, -0.958, -1.305)  0.001
N (-1.837, -0.770, -0.308)  -0.008
H (-0.712, -0.746, 4.069)  0.000
H (-1.673, -2.172, 3.653)  0.000
H (-2.451, -0.591, 3.771)  0.000
H (2.144, 0.819, 4.454)  0.000
H (4.176, 1.530, 5.689)  0.000
H (6.233, 2.101, 4.444)  0.000
H (6.262, 1.970, 1.975)  0.000
H (4.214, 1.261, 0.753)  0.018
H (-3.740, -1.896, 2.230)  0.000
H (-5.332, -2.259, 0.357)  0.000
H (-4.624, -1.618, -1.963)  0.000
H (-2.360, -0.649, -2.285)  0.003
Te (3.401, -1.491, -1.950)  0.001
Te (2.780, 3.633, -1.287)  0.615
Te (0.711, 4.371, 0.069)  0.313
Te (-1.146, 2.378, 0.191)  0.052
C (-0.299, -4.632, -0.661)  0.000
N (-0.240, -3.751, -1.819)  0.000
C (-0.768, -4.017, -3.062)  0.000
C (-0.568, -2.921, -3.822)  0.000
N (0.050, -1.979, -3.024)  0.000
C (0.263, -2.502, -1.795)  0.001
S (1.419, -1.943, -0.618)  -0.001
C (0.335, -0.636, -3.442)  -0.003
C (0.589, -0.425, -4.783)  0.004
C (0.744, 0.880, -5.218)  0.006
C (0.595, 1.901, -4.302)  0.010
C (0.332, 1.586, -2.979)  -0.011
N (0.225, 0.327, -2.527)  0.001
H (-0.593, -5.621, -0.999)  0.000
H (-1.024, -4.252, 0.057)  0.000
H (0.684, -4.674, -0.196)  0.000
H (-1.252, -4.948, -3.292)  0.000
H (-0.874, -2.715, -4.829)  0.000
H (0.714, -1.255, -5.461)  0.000
H (0.977, 1.082, -6.255)  0.000
H (0.696, 2.940, -4.580)  0.007
H (0.178, 2.358, -2.244)  -0.008

---

Molecular formula: C23H21N7O4PtS2
Method: DFT, wB97M-V/def2-TZVPD

## Properties
E_HOMO: -14.268 eV
E_tot: -2488.568524 Eh
Net charge: +2
Energy above the lowest of the compared OMol25 structures with the same formula, charge and spin: 16.6 kJ/mol
Multiplicity: 1

Last column: Löwdin charge in e.
Geometry (Å):
Pt (-0.862, -0.476, -1.190)  1.603
C (-1.316, -3.381, -0.869)  -0.032
N (-0.641, -2.464, -1.819)  -0.151
C (0.774, -2.755, -2.146)  -0.043
C (1.650, -1.820, -1.390)  -0.270
N (1.170, -0.749, -0.776)  0.022
C (2.261, -0.091, -0.192)  -0.183
C (2.341, 1.006, 0.662)  -0.009
C (3.594, 1.364, 1.113)  -0.038
C (4.745, 0.648, 0.749)  -0.039
C (4.674, -0.466, -0.057)  0.017
C (3.407, -0.821, -0.506)  -0.155
N (2.974, -1.908, -1.262)  0.212
C (-1.452, -2.685, 0.449)  -0.250
N (-1.093, -1.413, 0.557)  -0.005
C (-1.243, -1.025, 1.891)  -0.183
C (-0.938, 0.149, 2.573)  -0.013
C (-1.175, 0.160, 3.931)  -0.035
C (-1.687, -0.960, 4.605)  -0.036
C (-1.961, -2.137, 3.942)  0.020
C (-1.722, -2.145, 2.574)  -0.149
N (-1.839, -3.167, 1.627)  0.218
H (-0.729, -4.293, -0.750)  0.146
H (-2.290, -3.660, -1.274)  0.158
H (-1.156, -2.381, -2.722)  0.075
H (0.902, -2.602, -3.221)  0.159
H (1.020, -3.794, -1.919)  0.146
H (1.467, 1.566, 0.959)  0.099
H (3.693, 2.217, 1.769)  0.121
H (5.707, 0.971, 1.124)  0.123
H (5.553, -1.039, -0.319)  0.128
H (3.558, -2.633, -1.651)  0.192
H (-0.529, 1.014, 2.071)  0.094
H (-0.953, 1.054, 4.497)  0.123
H (-1.856, -0.901, 5.671)  0.124
H (-2.333, -3.010, 4.462)  0.130
H (-2.130, -4.116, 1.812)  0.194
O (-3.358, 0.256, -4.141)  -0.175
S (-2.230, -0.197, -3.431)  0.451
O (-1.156, 0.782, -2.915)  -0.369
O (-2.723, -0.622, -1.939)  -0.443
O (-1.572, -1.365, -3.993)  -0.303
N (-3.350, 0.882, 0.391)  0.149
C (-2.324, 1.715, 0.169)  -0.663
N (-1.211, 1.385, -0.475)  -0.098
C (-0.374, 2.493, -0.711)  -0.314
C (0.726, 2.554, -1.555)  -0.048
C (1.420, 3.748, -1.638)  -0.037
C (1.026, 4.868, -0.906)  -0.044
C (-0.096, 4.826, -0.100)  -0.054
C (-0.796, 3.629, -0.027)  -0.438
S (-2.327, 3.336, 0.765)  1.188
H (-3.532, 0.190, -0.328)  0.085
H (-4.160, 1.250, 0.866)  0.127
H (1.023, 1.704, -2.152)  0.103
H (2.274, 3.817, -2.298)  0.122
H (1.586, 5.789, -0.992)  0.122
H (-0.435, 5.704, 0.433)  0.124

---

Computed F_max (eV/Å) in order:
1.3 3.4 1.3 1.5